Record 1
Here is a structure of composition C37H44CuN8OPSeTe from the Open Molecules 2025 dataset. Energies are from ωB97M-V/def2-TZVPD.

Calculated values
LUMO (alpha / beta)   2.01 / 2.01 eV
E_tot   -179620.636 eV
⟨S²⟩   0.765
HOMO (alpha / beta)   -3.8 / -3.7 eV
Energy relative to the best compared isomer or geometry (same formula, charge and spin)   9.47 kcal per mole
Gap between HOMO and LUMO (alpha / beta)   5.77 / 5.76 eV
Total charge   -1
2S+1   2

```
94
C37H44CuN8OPSeTe ωB97M-V/def2-TZVPD
Cu -0.383 0.506 -0.035
C 4.503 -0.585 1.981
N 3.131 -0.137 1.999
C 2.601 0.716 2.931
C 1.292 0.895 2.600
N 1.016 0.183 1.474
C 2.134 -0.429 1.112
P 2.289 -1.719 -0.171
C 0.566 -2.288 -0.196
N -0.533 -1.550 -0.242
C -1.581 -2.404 -0.081
C -1.114 -3.679 0.051
N 0.250 -3.598 -0.021
C 1.164 -4.714 0.068
C 2.313 -0.907 -1.798
N 1.529 -1.264 -2.791
C 2.008 -0.602 -3.887
C 3.088 0.151 -3.548
N 3.303 -0.070 -2.218
C 4.308 0.573 -1.415
H 4.844 -0.721 3.007
H 5.148 0.143 1.485
H 4.566 -1.541 1.459
H 3.196 1.116 3.730
H 0.522 1.476 3.070
H -2.593 -2.046 -0.083
H -1.619 -4.619 0.175
H 0.576 -5.629 0.103
H 1.774 -4.644 0.969
H 1.815 -4.741 -0.806
H 1.533 -0.675 -4.847
H 3.681 0.851 -4.105
H 5.129 0.881 -2.061
H 4.699 -0.137 -0.681
H 3.908 1.450 -0.907
C 1.456 3.105 -0.194
C 0.922 2.530 -1.513
O 1.538 2.738 -2.565
N -0.226 1.882 -1.362
Te -1.403 1.805 -3.350
C -2.610 1.310 -5.186
C -2.217 0.345 -6.113
C -1.103 -0.633 -5.858
C -2.888 0.231 -7.333
C -3.946 1.054 -7.661
C -4.663 0.928 -8.977
C -4.335 2.010 -6.729
C -3.687 2.151 -5.510
C -4.170 3.219 -4.571
C -2.979 1.219 -2.053
C -3.495 2.159 -1.160
C -3.052 3.589 -1.088
C -4.466 1.763 -0.238
C -4.945 0.471 -0.189
C -5.970 0.055 0.828
C -4.434 -0.446 -1.100
C -3.455 -0.099 -2.022
C -2.945 -1.164 -2.942
H 1.827 4.113 -0.380
H 2.292 2.492 0.144
H 0.706 3.121 0.593
H -0.558 -0.393 -4.950
H -0.406 -0.653 -6.699
H -1.501 -1.643 -5.744
H -2.568 -0.530 -8.038
H -4.199 0.167 -9.604
H -4.650 1.871 -9.526
H -5.709 0.652 -8.833
H -5.166 2.668 -6.962
H -5.100 3.654 -4.938
H -3.431 4.017 -4.466
H -4.346 2.820 -3.574
H -2.467 3.896 -1.954
H -2.441 3.711 -0.192
H -3.921 4.243 -1.000
H -4.828 2.495 0.474
H -6.297 0.907 1.422
H -5.560 -0.688 1.514
H -6.847 -0.386 0.350
H -4.794 -1.471 -1.083
H -3.222 -2.151 -2.567
H -1.858 -1.122 -3.036
H -3.368 -1.050 -3.941
Se -2.055 2.359 2.370
C -0.914 3.656 3.131
C -0.445 3.574 4.450
C 0.408 4.536 4.954
N 0.848 5.592 4.269
C 0.396 5.682 3.017
C -0.458 4.776 2.422
H -0.765 2.752 5.081
H 0.760 4.453 5.979
H 0.743 6.540 2.448
H -0.767 4.924 1.396
```

---

Record 2
Here is an isolated molecule of C3H2FN in a non-equilibrium geometry from the Open Molecules 2025 dataset. Energies are from ωB97M-V/def2-TZVPD.

Calculated values
LUMO   0.53 eV
E_tot   -7349.129 eV
HOMO   -10.2 eV
Energy relative to the best compared isomer or geometry (same formula, charge and spin)   13.51 kcal per mole
Gap between HOMO and LUMO   10.73 eV
Structure (SMILES)   N#C/C=C/F

```
7
C3H2FN ωB97M-V/def2-TZVPD
N 1.730 0.537 1.792
C 0.985 0.312 0.952
C -0.213 0.218 0.247
C -0.332 -0.359 -0.956
F -1.501 -0.368 -1.416
H -1.057 0.701 0.866
H 0.389 -1.041 -1.485
```

---

Record 3
Here is the ion C8H14N3O with charge +1 in a non-equilibrium geometry from the Open Molecules 2025 dataset. Energies are from ωB97M-V/def2-TZVPD.

Calculated values
LUMO (alpha / beta)   -4.73 / -4.73 eV
E_tot   -15029.076 eV
HOMO (alpha / beta)   -12.3 / -12.3 eV
Energy relative to the best compared isomer or geometry (same formula, charge and spin)   120.25 kcal per mole
Gap between HOMO and LUMO (alpha / beta)   7.54 / 7.54 eV
Total charge   +1

```
26
C8H14N3O ωB97M-V/def2-TZVPD
C 0.883 -0.076 -0.017
C -0.279 0.729 0.493
C 2.228 0.741 -0.400
C -1.346 0.009 0.045
C -0.227 2.023 1.188
C -1.847 -2.003 -1.389
C 3.628 -1.260 0.001
C -3.253 1.436 0.473
N 0.406 -1.120 -0.784
N -0.904 -1.035 -0.742
N 3.342 0.098 -0.391
O -2.672 0.097 0.242
H 1.500 -0.548 0.777
H -0.371 2.898 0.545
H -1.078 1.994 1.966
H 0.735 2.188 1.781
H -1.141 -2.654 -1.996
H -2.327 -2.544 -0.674
H -2.543 -1.585 -2.099
H 4.235 -1.855 -0.784
H 4.229 -1.348 0.932
H 2.735 -1.828 -0.006
H -4.103 1.197 0.993
H -3.381 1.892 -0.497
H -2.689 2.062 1.168
H 4.240 0.491 -0.826
```

---

Record 4
Here is a cluster of 3 separate species, C19H31Br8N2 in total from the Open Molecules 2025 dataset. Energies are from ωB97M-V/def2-TZVPD.

Calculated values
LUMO   -4.20 eV
E_tot   -583520.260 eV
HOMO   -11.4 eV
Gap between HOMO and LUMO   7.23 eV
Total charge   +1

```
60
C19H31Br8N2 ωB97M-V/def2-TZVPD
C 2.323 -1.858 3.984
C 1.682 -1.380 2.727
Br 2.788 -1.527 1.233
C 0.415 -0.919 2.643
Br -0.628 -0.934 4.235
C -0.295 -0.386 1.496
N -1.355 0.336 1.643
C -2.061 0.659 0.387
C -3.555 0.793 0.592
C -3.942 1.935 1.540
C -3.190 3.243 1.301
C -3.919 4.442 1.897
C -3.122 5.742 1.821
N -2.545 5.937 0.488
C -1.568 -0.491 -0.484
C -0.106 -0.656 0.006
C 0.815 0.344 -0.672
Br 1.331 1.888 0.299
C 1.302 0.204 -1.898
C 2.270 1.115 -2.587
Br 0.737 -1.288 -2.923
H 3.397 -1.695 3.947
H 1.916 -1.348 4.853
H 2.146 -2.934 4.081
H -1.717 0.590 2.557
H -1.646 1.596 0.006
H -3.946 -0.155 0.976
H -4.008 0.945 -0.390
H -3.812 1.612 2.581
H -5.013 2.120 1.433
H -2.176 3.188 1.723
H -3.068 3.410 0.226
H -4.871 4.568 1.375
H -4.146 4.235 2.948
H -3.797 6.578 2.010
H -2.373 5.756 2.624
H -1.669 5.435 0.398
H -2.328 6.914 0.333
H -2.129 -1.401 -0.255
H -1.618 -0.281 -1.548
H 0.281 -1.663 -0.155
H 1.912 2.146 -2.564
H 3.238 1.085 -2.081
H 2.422 0.818 -3.621
Br 1.908 -4.352 -1.268
C 1.874 -5.732 0.100
C 0.529 -5.829 0.776
Br 0.212 -4.269 1.900
H 2.658 -5.476 0.807
H 2.119 -6.669 -0.393
H 0.490 -6.695 1.432
H -0.294 -5.862 0.069
Br 3.606 -3.772 -5.198
C 3.762 -1.838 -5.235
C 5.152 -1.379 -5.591
Br 6.387 -1.626 -4.113
H 3.470 -1.488 -4.249
H 3.044 -1.493 -5.976
H 5.153 -0.313 -5.809
H 5.559 -1.924 -6.437
```

---

Record 5
Here is a structure of composition C31H30CdN13O7S2Se from the Open Molecules 2025 dataset. Energies are from ωB97M-V/def2-TZVPD.

Calculated values
LUMO   1.18 eV
E_tot   -157920.303 eV
HOMO   -4.4 eV
Energy relative to the best compared isomer or geometry (same formula, charge and spin)   3.77 kcal per mole
Gap between HOMO and LUMO   5.55 eV
Total charge   -1

```
85
C31H30CdN13O7S2Se ωB97M-V/def2-TZVPD
Cd 1.989 -0.553 0.427
N 2.478 -4.994 -0.308
C 2.745 -3.646 -0.150
S 2.547 -2.995 1.450
N 3.120 -3.042 -1.239
N 3.375 -1.689 -1.088
C 4.099 -1.192 -2.013
C 4.552 0.187 -2.103
C 5.194 0.573 -3.289
C 5.651 1.856 -3.505
C 5.477 2.805 -2.485
C 4.877 2.458 -1.295
C 4.390 1.139 -1.038
O 3.831 0.859 0.085
H 1.915 -5.411 0.409
H 2.324 -5.298 -1.257
H 4.421 -1.869 -2.807
H 5.320 -0.179 -4.065
H 6.142 2.121 -4.435
H 5.819 3.824 -2.639
H 4.731 3.189 -0.506
N 2.845 0.070 2.557
N 2.466 1.345 2.978
C 1.510 2.057 2.358
N 1.053 3.117 3.045
N 1.107 1.671 1.147
N 0.202 2.447 0.483
O 0.080 3.658 0.731
O -0.464 1.892 -0.373
H 2.441 -0.585 3.229
H 3.851 0.013 2.513
H 2.564 1.529 3.960
H 1.060 3.061 4.051
H 0.288 3.615 2.626
Se -2.629 -2.484 -6.070
N -2.461 -3.159 -4.434
C -1.589 -2.416 -3.820
C -1.194 -2.624 -2.430
C -1.750 -3.636 -1.645
C -1.395 -3.727 -0.321
C -0.474 -2.812 0.185
N 0.085 -1.873 -0.564
C -0.266 -1.758 -1.851
C 0.317 -0.638 -2.630
N 1.168 0.169 -1.995
C 1.636 1.231 -2.630
C 1.335 1.517 -3.961
C 0.478 0.680 -4.630
C -0.064 -0.413 -3.954
C -1.030 -1.311 -4.579
N -1.456 -1.176 -5.799
H -2.464 -4.313 -2.097
H -1.814 -4.489 0.322
H -0.168 -2.827 1.226
H 2.271 1.897 -2.061
H 1.771 2.385 -4.437
H 0.192 0.857 -5.659
C -5.577 0.556 -1.480
C -5.041 0.922 -0.117
C -5.874 1.455 0.865
C -5.364 1.820 2.100
C -4.007 1.640 2.355
C -3.156 1.108 1.396
C -3.689 0.759 0.165
S -3.400 2.081 3.950
O -4.405 2.895 4.577
O -2.060 2.571 3.825
N -3.359 0.685 4.825
C -2.435 -0.430 4.443
C -1.000 -0.223 4.946
C 0.142 -0.631 3.986
O 1.235 -0.873 4.568
O -0.055 -0.620 2.738
H -6.668 0.534 -1.487
H -5.207 -0.421 -1.799
H -5.250 1.287 -2.227
H -6.928 1.598 0.654
H -5.989 2.265 2.866
H -2.100 0.954 1.602
H -3.026 0.379 -0.600
H -4.327 0.396 4.939
H -2.416 -0.591 3.365
H -2.857 -1.317 4.909
H -0.830 -0.754 5.880
H -0.853 0.840 5.139
```

---

Record 6
Here is a cluster of 2 separate species, C2H7NS2 in total in a non-equilibrium geometry from the Open Molecules 2025 dataset. Energies are from ωB97M-V/def2-TZVPD.

Calculated values
LUMO (alpha / beta)   0.29 / 0.55 eV
E_tot   -25343.444 eV
HOMO (alpha / beta)   -6.6 / -8.3 eV
Energy relative to the best compared isomer or geometry (same formula, charge and spin)   106.17 kcal per mole
Gap between HOMO and LUMO (alpha / beta)   6.93 / 8.90 eV

```
12
C2H7NS2 ωB97M-V/def2-TZVPD
C 0.632 -1.645 -0.118
C -0.412 0.946 0.433
N -1.437 1.240 -0.441
S 0.849 2.112 0.550
S -2.362 -0.099 -1.076
H 1.689 -1.711 0.073
H 0.377 -1.809 -1.204
H -0.006 -2.222 0.585
H -0.598 0.384 1.356
H -1.188 1.740 -1.297
H 1.251 1.720 1.693
H -3.227 -0.010 -0.187
```

---

Record 7
Here is a cluster of 2 separate species, C4H5Cl2NO in total in a non-equilibrium geometry from the Open Molecules 2025 dataset. Energies are from ωB97M-V/def2-TZVPD.

Calculated values
LUMO   0.30 eV
E_tot   -32808.996 eV
HOMO   -8.8 eV
Energy relative to the best compared isomer or geometry (same formula, charge and spin)   50.58 kcal per mole
Gap between HOMO and LUMO   9.15 eV

```
13
C4H5Cl2NO ωB97M-V/def2-TZVPD
C -0.836 -0.179 1.693
C -0.639 0.162 -0.536
C 0.075 -0.825 -1.351
C 0.524 0.610 -1.313
N 0.302 0.303 2.115
O -1.827 -0.684 2.066
Cl -0.654 -1.442 -2.848
Cl 2.051 1.002 -0.502
H -1.633 0.500 -0.776
H 0.694 -1.591 -0.904
H 0.395 1.241 -2.184
H 0.991 0.630 1.443
H 0.556 0.274 3.097
```

---

Record 8
Here is a structure of composition C26H29N3O9ReS2 in a non-equilibrium geometry from the Open Molecules 2025 dataset. Energies are from ωB97M-V/def2-TZVPD.

Calculated values
LUMO (alpha / beta)   -2.36 / -2.11 eV
E_tot   -74132.646 eV
⟨S²⟩   0.755
HOMO (alpha / beta)   -9.1 / -8.8 eV
Energy relative to the best compared isomer or geometry (same formula, charge and spin)   23.27 kcal per mole
Gap between HOMO and LUMO (alpha / beta)   6.78 / 6.71 eV
2S+1   2

```
70
C26H29N3O9ReS2 ωB97M-V/def2-TZVPD
Re 0.303 -1.464 2.072
O 0.825 0.070 5.032
S 0.570 -1.281 4.629
O 0.534 -2.265 5.659
O -0.698 -1.340 3.767
O 1.602 -1.678 3.534
C 4.402 -0.256 -3.582
C 3.231 -1.250 -3.641
C 3.764 -2.668 -3.906
C 2.307 -0.831 -4.786
C 2.525 -1.277 -2.298
C 3.245 -1.532 -1.131
C 2.604 -1.581 0.084
N 1.285 -1.398 0.207
C 0.567 -1.120 -0.900
C 1.158 -1.067 -2.149
C -0.859 -0.871 -0.616
C -1.784 -0.389 -1.522
C -3.092 -0.125 -1.121
C -3.423 -0.434 0.201
C -2.459 -0.894 1.064
N -1.190 -1.084 0.675
C -4.114 0.548 -2.016
C -4.391 1.931 -1.398
C -3.617 0.733 -3.450
C -5.402 -0.288 -2.048
H 4.895 -0.207 -4.553
H 5.142 -0.554 -2.841
H 4.040 0.741 -3.327
H 4.278 -2.707 -4.867
H 2.946 -3.389 -3.921
H 4.465 -2.972 -3.129
H 2.886 -0.746 -5.704
H 1.855 0.141 -4.583
H 1.517 -1.564 -4.958
H 4.309 -1.716 -1.153
H 3.134 -1.788 1.002
H 0.541 -0.889 -3.017
H -1.469 -0.203 -2.537
H -4.423 -0.283 0.577
H -2.664 -1.079 2.110
H -3.470 2.510 -1.312
H -4.816 1.838 -0.399
H -5.090 2.486 -2.025
H -2.767 1.415 -3.499
H -4.419 1.160 -4.051
H -3.343 -0.224 -3.897
H -5.806 -0.451 -1.051
H -5.214 -1.261 -2.506
H -6.161 0.223 -2.640
O -2.442 2.038 4.933
S -1.691 2.601 3.857
O -2.332 3.638 3.087
N -1.168 1.425 2.814
C 0.119 1.457 2.708
O 0.821 0.593 2.024
C 0.811 2.567 3.418
C 2.155 2.880 3.416
C 2.606 3.814 4.343
C 1.737 4.388 5.261
C 0.377 4.092 5.233
C -0.060 3.193 4.290
H 2.837 2.396 2.730
H 3.655 4.077 4.358
H 2.124 5.068 6.008
H -0.319 4.532 5.934
O 1.717 -4.088 0.828
C 0.660 -4.369 1.361
O -0.219 -3.550 1.856
H 0.350 -5.424 1.465
```

---

Record 9
Here is an isolated molecule of C5H11N from the Open Molecules 2025 dataset. Energies are from ωB97M-V/def2-TZVPD.

Calculated values
LUMO   1.07 eV
E_tot   -6850.202 eV
HOMO   -7.0 eV
Energy relative to the best compared isomer or geometry (same formula, charge and spin)   76.71 kcal per mole
Gap between HOMO and LUMO   8.09 eV

```
17
C5H11N ωB97M-V/def2-TZVPD
C -0.840 1.903 0.193
C -0.501 0.688 -0.621
C 0.830 -0.897 -0.554
C 2.128 -0.263 -0.135
N -0.374 -0.544 -0.052
C -1.373 -1.383 0.576
H -1.415 1.615 1.084
H -1.437 2.617 -0.387
H 0.048 2.445 0.554
H -0.470 0.756 -1.702
H 0.895 -1.851 -1.095
H 2.774 -0.989 0.383
H 2.706 0.122 -0.985
H 1.945 0.574 0.546
H -2.270 -0.784 0.756
H -1.009 -1.789 1.525
H -1.638 -2.218 -0.087
```

---

Record 10
Here is an isolated molecule of C6H8N2 in a non-equilibrium geometry from the Open Molecules 2025 dataset. Energies are from ωB97M-V/def2-TZVPD.

Calculated values
LUMO   0.95 eV
E_tot   -9329.104 eV
HOMO   -9.0 eV
Energy relative to the best compared isomer or geometry (same formula, charge and spin)   60.03 kcal per mole
Gap between HOMO and LUMO   9.98 eV
Structure (SMILES)   C1=C[C@H]2C[C@@H]1NC=N2

```
16
C6H8N2 ωB97M-V/def2-TZVPD
C 0.285 0.910 -1.212
C 1.219 1.130 -0.238
C 0.584 0.479 1.025
C -0.921 0.356 0.761
C -0.925 0.159 -0.747
N -0.546 -1.344 -0.684
C 0.537 -1.632 0.308
N 1.008 -0.906 1.228
H 0.239 1.252 -2.322
H 1.984 1.968 -0.245
H 0.887 0.988 2.045
H -1.501 -0.349 1.418
H -1.485 1.238 1.033
H -1.921 0.195 -1.174
H -0.056 -1.724 -1.573
H 0.611 -2.720 0.378
```

---

Record 11
Here is a cluster of 7 separate species, C13H40O7 in total in a non-equilibrium geometry from the Open Molecules 2025 dataset. Energies are from ωB97M-V/def2-TZVPD.

Calculated values
LUMO   0.09 eV
E_tot   -28457.428 eV
HOMO   -9.9 eV
Energy relative to the best compared isomer or geometry (same formula, charge and spin)   101.14 kcal per mole
Gap between HOMO and LUMO   10.01 eV
Structure (SMILES)   CC(C)O.CC(C)O.CC(C)O.CO.CO.CO.CO

```
60
C13H40O7 ωB97M-V/def2-TZVPD
C -4.687 4.647 1.126
C -4.025 5.035 2.458
C -2.614 5.541 2.232
O -4.827 6.100 2.993
H -4.356 3.634 0.899
H -4.362 5.328 0.339
H -5.771 4.676 1.241
H -3.914 4.155 3.092
H -2.075 4.743 1.721
H -2.134 5.839 3.164
H -2.706 6.444 1.630
H -4.313 6.907 2.919
C 5.029 1.736 4.508
C 4.773 2.927 5.405
C 3.546 2.786 6.385
O 5.885 3.073 6.158
H 5.466 2.157 3.602
H 4.065 1.332 4.199
H 5.679 0.995 4.973
H 4.791 3.902 4.919
H 3.389 3.682 6.985
H 3.661 1.860 6.949
H 2.614 2.595 5.854
H 6.106 2.174 6.412
C -0.180 -4.855 -7.702
C 0.828 -3.810 -7.190
C 0.731 -3.859 -5.708
O 2.173 -3.899 -7.547
H -0.072 -5.028 -8.773
H -1.256 -4.696 -7.641
H 0.133 -5.862 -7.425
H 0.457 -2.856 -7.566
H -0.320 -3.597 -5.586
H 1.301 -3.020 -5.309
H 0.945 -4.783 -5.171
H 2.493 -4.793 -7.405
C 0.009 0.146 -0.341
O -0.789 -0.635 0.564
H 0.690 0.768 0.239
H 0.633 -0.540 -0.913
H -0.476 0.728 -1.125
H -0.838 -1.572 0.361
C -3.018 -3.666 4.747
O -2.601 -2.350 4.679
H -3.362 -3.806 3.722
H -2.247 -4.424 4.879
H -3.846 -3.813 5.441
H -2.555 -2.188 3.734
C -0.418 -6.633 1.190
O -0.708 -5.449 0.491
H 0.210 -7.255 0.551
H 0.168 -6.485 2.097
H -1.394 -7.076 1.387
H 0.091 -4.967 0.269
C 0.559 3.242 -6.260
O 0.662 2.633 -7.556
H 0.067 2.558 -5.570
H 1.573 3.568 -6.027
H -0.208 4.010 -6.356
H 1.347 1.994 -7.345
```